# 1
{"formula": "C24H24N6O3", "method": "ωB97M-V with the def2-TZVPD basis set", "elements": ["C", "H", "N", "H", "C", "C", "N", "H", "N", "C", "N", "H", "C", "H", "H", "H", "H", "C", "C", "H", "C", "H", "H", "H", "H", "N", "C", "C", "H", "C", "O", "O", "H", "C", "C", "C", "C", "C", "C", "H", "C", "H", "H", "H", "O", "C", "H", "C", "C", "C", "H", "N", "C", "H", "H", "C", "H"], "positions_angstrom": [[-6.202, 1.061, 0.044], [3.134, -0.229, 0.846], [0.719, -1.557, 0.297], [-4.075, -3.238, 0.882], [2.513, -0.513, -1.073], [-1.542, -2.408, 0.005], [-0.664, 1.131, 1.447], [-5.657, 3.522, -2.084], [-1.677, 1.724, 0.932], [3.800, 1.423, -0.303], [3.104, 0.171, -0.084], [5.436, 2.456, 1.620], [-0.822, -0.485, -1.253], [5.450, -0.016, -1.855], [-2.285, 0.364, -2.549], [0.206, -0.607, 3.435], [7.858, 2.105, 1.884], [-2.735, 0.899, 1.098], [0.965, -1.359, 1.603], [2.578, -2.415, -0.049], [5.983, 0.445, -1.036], [-6.145, 4.283, -0.575], [-0.054, 0.227, -1.512], [9.084, 0.687, 0.280], [-1.321, -3.194, 0.713], [-1.080, -0.018, 1.916], [-2.075, -0.415, -1.832], [1.844, -1.813, -0.592], [-5.244, -0.600, 1.190], [7.333, 1.638, 1.063], [2.083, -1.447, 2.081], [-4.344, 2.279, -0.047], [3.419, 2.171, 0.398], [-4.062, 1.145, 0.629], [5.971, 1.835, 0.915], [5.287, 1.244, -0.137], [-5.181, 0.355, 0.711], [-0.223, -0.995, 2.506], [-3.858, -3.324, -0.182], [-7.218, 0.750, -0.091], [-5.639, 2.227, -0.399], [-7.254, 3.168, -1.395], [-0.830, -1.875, 2.729], [7.877, -0.377, -1.590], [2.477, -0.160, -2.233], [-6.212, 3.367, -1.160], [1.480, -2.360, -1.463], [8.021, 0.842, 0.164], [7.343, 0.244, -0.886], [-2.805, -2.333, -0.569], [3.567, 1.733, -1.326], [-2.369, -0.214, 1.734], [-0.565, -1.477, -0.315], [-3.515, -4.340, -0.372], [-4.040, -1.248, -1.935], [-3.061, -1.324, -1.487], [-4.775, -3.154, -0.740]], "lumo_energy_ev": 0.671, "e_homo_ha": -0.3046, "total_energy_ha": -1483.2221, "largest_force_ev_per_a": 1.47, "e_above_lowest_kcal_mol": 0.6, "molar_mass_g_mol": 444.49, "gap_ev": 9.0}

***

# 2
{"formula": "C24H24N9NiO3S", "method": "ωB97M-V with the def2-TZVPD basis set", "elements": ["S", "C", "C", "H", "C", "C", "H", "C", "N", "H", "H", "H", "C", "H", "N", "O", "H", "H", "C", "H", "C", "Ni", "C", "H", "C", "H", "C", "H", "C", "H", "C", "H", "C", "C", "H", "N", "N", "N", "C", "C", "H", "N", "H", "C", "H", "H", "O", "H", "H", "H", "N", "O", "C", "C", "C", "C", "C", "H", "H", "N", "C", "N"], "positions_angstrom": [[-0.799, 3.562, -0.209], [-1.585, 0.617, -4.193], [1.834, -1.551, 0.893], [-3.701, 0.456, -1.482], [2.418, 3.351, 5.148], [-0.930, 1.940, -0.687], [4.806, -2.793, 2.064], [0.649, 1.265, 2.484], [3.266, -1.746, 1.092], [2.824, 4.158, 0.180], [2.354, 1.207, 4.836], [-2.114, 0.240, -6.175], [1.998, 4.590, 4.647], [3.025, 3.233, 6.060], [1.483, -0.733, -0.150], [1.770, -0.074, -2.346], [1.550, 5.164, -0.345], [-4.137, -4.363, -0.969], [3.555, -1.303, -1.245], [-1.564, -1.308, 1.692], [-3.326, 0.431, -2.505], [-0.273, 0.200, -0.354], [1.286, 4.599, 3.420], [-2.623, -3.839, -2.475], [3.732, -2.723, 2.111], [-3.186, -1.957, 1.596], [-2.002, -2.079, -0.078], [-1.206, -4.536, -1.618], [1.069, 3.179, -0.019], [-4.547, -0.360, -5.501], [-3.792, -3.683, -0.162], [1.017, 5.597, 3.031], [-1.260, 1.172, -1.665], [1.346, 2.328, 3.195], [0.325, 0.360, 2.935], [0.951, 3.553, 2.737], [-1.083, -1.525, -0.856], [1.358, 1.960, 0.363], [2.051, 2.183, 4.433], [-2.509, 0.291, -5.171], [3.583, -2.205, 3.092], [1.923, 4.206, -0.287], [-4.438, -2.771, -0.095], [2.223, -0.658, -1.300], [4.036, -1.449, -2.160], [3.221, -3.705, 2.167], [1.110, -2.084, 1.757], [5.132, -2.085, 0.088], [-5.229, -0.073, -3.234], [2.303, 5.511, 5.146], [0.470, 1.323, 1.177], [-0.481, -2.023, -3.169], [-4.216, 0.127, -3.504], [-1.796, -3.627, -1.725], [-2.005, 0.772, -2.827], [4.068, -1.698, -0.025], [-3.819, 0.008, -4.795], [-3.860, -4.219, 0.836], [-0.525, 0.750, -4.451], [-2.436, -3.297, -0.460], [-0.958, -2.302, -2.053], [-2.334, -1.565, 1.111]], "lumo_energy_ev": [2.256, 2.256], "e_homo_ha": [-0.0524, -0.1491], "total_charge": -1, "total_energy_ha": -3553.8469, "spin_multiplicity": 3, "largest_force_ev_per_a": 5.34, "e_above_lowest_kcal_mol": 90.7, "molar_mass_g_mol": 577.28, "gap_ev": [3.7, 6.3], "s2": 2.052}

***

# 3
{"formula": "C24H24NOPSe2Te2Ti", "method": "ωB97M-V with the def2-TZVPD basis set", "elements": ["N", "C", "H", "C", "H", "H", "H", "C", "H", "C", "C", "Te", "C", "C", "H", "C", "H", "Te", "H", "H", "H", "P", "C", "H", "H", "H", "H", "O", "C", "Se", "C", "H", "C", "H", "C", "Se", "C", "C", "C", "C", "H", "C", "H", "H", "Ti", "C", "H", "H", "C", "H", "H", "C", "C", "C", "C", "H"], "positions_angstrom": [[1.106, -0.358, 1.359], [3.355, -0.951, 0.441], [1.906, -0.944, -6.502], [4.623, -1.299, 0.911], [1.984, -0.069, 4.373], [-1.333, 0.867, 2.131], [2.063, 0.218, -4.340], [1.671, -0.790, -4.379], [0.920, 2.937, 2.230], [2.420, -0.404, 1.425], [1.094, -2.744, -5.657], [-1.978, -3.127, 1.047], [0.773, -2.747, -3.276], [1.860, 0.466, 3.439], [1.028, -3.252, -6.612], [3.972, -1.735, -1.750], [3.633, 3.765, -1.120], [-2.609, -1.996, -1.359], [3.500, 1.325, -0.840], [-1.136, 0.870, 4.628], [0.321, -4.411, -4.546], [1.444, -0.631, -1.621], [-0.433, 1.269, 2.596], [3.734, -1.900, -2.794], [1.986, 1.530, 3.605], [0.375, 2.146, 0.750], [-0.721, 3.182, 1.656], [2.930, 0.034, 2.539], [2.782, 3.224, -1.514], [0.474, -3.457, 0.561], [5.552, -1.877, 0.061], [1.849, 4.975, -2.322], [0.695, -3.396, -4.497], [-1.649, 2.419, 3.960], [1.586, -1.447, -5.598], [-1.967, 0.354, -0.741], [0.697, 3.208, -2.720], [5.227, -2.096, -1.266], [1.254, -1.438, -3.216], [3.029, -1.164, -0.913], [0.471, -3.262, -2.376], [1.782, 3.902, -2.193], [0.009, 2.220, 4.507], [0.081, -0.730, 3.172], [-0.212, -1.094, 0.129], [2.701, 1.848, -1.349], [-0.077, 3.738, -3.261], [5.948, -2.546, -1.937], [0.567, 0.114, 2.693], [6.528, -2.155, 0.439], [4.871, -1.132, 1.950], [-0.821, 1.713, 4.005], [1.613, 1.150, -1.869], [0.070, 2.438, 1.755], [0.606, 1.836, -2.554], [-0.238, 1.300, -2.965]], "lumo_energy_ev": -7.598, "e_homo_ha": -0.5143, "total_charge": 2, "total_energy_ha": -7588.2609, "largest_force_ev_per_a": 1.12, "e_above_lowest_kcal_mol": 1.7, "molar_mass_g_mol": 834.42, "gap_ev": 6.4}